97
Properties=species:S:1:pos:R:3:mulliken_charge:R:1 method="wB97M-V/def2-TZVPD" e_lumo_ev=3.585 charge=-2 energy_ev=-110064.8312 homo_ev=-0.40
Tl -0.719 -0.796 -0.786 1.294
C -0.282 2.297 2.845 -0.579
N 1.044 2.806 2.563 0.274
C 1.735 3.281 3.735 -0.896
P 1.901 1.929 1.420 -0.781
O 1.094 1.461 0.312 0.159
O 2.660 0.759 2.295 0.692
P 2.182 -0.804 2.266 -0.153
O 0.750 -0.973 2.066 -0.643
N 3.339 -1.489 1.261 0.233
C 3.514 -0.878 -0.054 0.007
C 3.114 -2.923 1.145 -0.981
N 2.678 -1.347 3.774 0.260
C 1.678 -1.585 4.783 -0.949
C 3.987 -0.996 4.256 -1.018
N 3.201 2.932 1.061 0.446
C 3.067 3.681 -0.169 -1.039
C 4.563 2.671 1.453 -0.950
H -0.912 3.114 3.201 0.457
H -0.261 1.503 3.600 0.257
H -0.696 1.894 1.926 -0.140
H 1.177 4.121 4.158 0.370
H 2.728 3.620 3.452 0.269
H 1.825 2.501 4.503 0.168
H 3.465 0.205 0.032 -0.225
H 2.741 -1.201 -0.765 -0.092
H 4.501 -1.170 -0.428 0.404
H 3.053 -3.349 2.145 0.393
H 3.955 -3.366 0.610 0.402
H 2.190 -3.147 0.610 0.167
H 0.724 -1.719 4.277 0.189
H 1.593 -0.752 5.495 0.288
H 1.918 -2.495 5.342 0.308
H 4.625 -0.816 3.394 0.255
H 4.402 -1.819 4.847 0.329
H 3.967 -0.095 4.884 0.274
H 2.015 3.708 -0.444 0.359
H 3.630 3.223 -0.990 0.311
H 3.433 4.700 -0.014 0.308
H 4.572 2.034 2.334 0.177
H 5.055 3.622 1.688 0.394
H 5.134 2.176 0.657 0.327
Cl -6.302 -1.164 -2.445 -0.260
C -5.832 -1.093 -0.776 0.500
C -6.832 -1.085 0.172 -0.743
C -6.510 -1.039 1.513 0.866
Cl -7.812 -1.058 2.683 -0.351
C -5.181 -0.987 1.947 0.238
C -4.777 -0.921 3.297 -0.890
C -3.442 -0.868 3.601 -0.993
C -2.509 -0.868 2.555 -0.648
N -2.862 -0.918 1.295 0.199
C -4.148 -0.986 0.957 -0.409
C -4.435 -1.060 -0.480 0.278
O -3.543 -1.089 -1.344 -0.798
H -7.865 -1.119 -0.142 0.423
H -5.529 -0.922 4.078 0.357
H -3.112 -0.821 4.631 0.443
H -1.446 -0.837 2.742 0.761
O -0.345 -3.617 -0.680 -0.431
N 0.527 -4.187 -1.400 -0.659
N 1.410 -3.439 -1.994 0.982
O 1.507 -2.147 -1.914 -0.710
C 2.354 -4.123 -2.757 0.026
C 2.341 -5.519 -2.859 -0.314
C 3.303 -6.162 -3.606 -0.493
C 4.294 -5.442 -4.264 -0.408
C 4.304 -4.057 -4.168 -0.510
C 3.348 -3.400 -3.424 -0.374
H 1.568 -6.067 -2.344 0.439
H 3.286 -7.242 -3.686 0.340
H 5.043 -5.955 -4.854 0.354
H 5.066 -3.488 -4.684 0.339
H 3.326 -2.324 -3.336 0.450
C -3.065 2.284 0.184 -0.134
C -2.678 2.853 -1.166 0.561
O -2.108 3.921 -1.258 -0.725
H -3.117 3.068 0.938 0.502
H -2.296 1.560 0.450 -0.699
H -4.008 1.749 0.140 0.166
C -0.382 1.915 -5.099 -1.704
C -1.172 1.664 -3.807 0.609
O -0.683 0.850 -2.989 -0.350
C -2.381 2.348 -3.613 -0.908
C -2.902 3.320 -4.474 -0.556
C -4.166 3.828 -4.335 -1.002
C -5.044 3.250 -3.375 -0.342
C -4.604 2.360 -2.471 -0.999
C -3.140 2.021 -2.345 2.519
H 0.491 1.267 -5.090 0.329
H -0.060 2.954 -5.160 0.353
H -0.988 1.684 -5.973 0.376
H -2.289 3.674 -5.296 0.281
H -4.543 4.601 -4.997 0.283
H -6.102 3.493 -3.433 0.382
H -5.285 1.862 -1.794 0.212
H -3.012 0.959 -2.092 -0.477